(1)
A cluster of 12 separate species, C48H63N9O9 in total in a non-equilibrium geometry, computed with the ωB97M-V functional and the def2-TZVPD basis.

Properties
**Relative energy (zero: lowest compared OMol25 entry of this formula, charge and spin)**: 0.000 eV
**Electronic energy**: -82634.0582 eV
**Orbital gap**: 8.709 eV
**HOMO energy**: -8.188 eV
**SMILES**: C[C@H]1COC(=O)O1.C[C@H]1COC(=O)O1.C[C@H]1COC(=O)O1.c1cc[nH]c1.c1cc[nH]c1.c1cc[nH]c1.c1cc[nH]c1.c1cc[nH]c1.c1cc[nH]c1.c1cc[nH]c1.c1cc[nH]c1.c1cc[nH]c1

Element x y z (Å)
1 H 21.85 0.14 12.73
2 C 22.34 -3.55 9.86
3 C 14.42 -9.92 16.87
4 C 15.16 -9.01 14.94
5 H 16.87 -12.59 12.78
6 C 14.84 -10.92 16.03
7 C 21.09 -0.53 13.11
8 N 17.45 -8.60 17.58
9 H 25.57 -0.48 13.72
10 C 18.84 -7.40 12.92
11 C 24.41 -1.95 12.57
12 H 25.40 -8.16 13.88
13 H 16.10 -6.59 8.61
14 C 19.55 -10.86 15.21
15 C 16.05 -10.75 11.83
16 H 24.54 -6.39 17.23
17 H 24.33 -8.70 15.75
18 H 26.94 -4.79 11.86
19 H 19.33 -10.21 16.05
20 O 21.19 -1.78 16.50
21 H 14.56 -13.72 11.70
22 H 20.17 -9.50 13.74
23 H 19.57 -7.52 8.33
24 H 16.71 -9.93 12.11
25 H 16.85 -8.86 16.82
26 H 17.57 -6.47 17.30
27 C 17.35 -2.51 10.44
28 N 15.28 -10.36 14.83
29 H 25.81 -2.65 15.48
30 H 23.02 -1.14 15.72
31 C 17.76 -7.30 17.93
32 C 24.74 -7.08 12.00
33 C 18.29 -7.36 19.20
34 C 16.17 -9.43 7.93
35 O 15.62 -10.34 7.33
36 C 21.43 -1.51 14.20
37 H 15.61 -8.37 14.18
38 H 17.93 -8.53 10.09
39 C 20.23 -2.53 15.88
40 C 24.67 -3.67 13.94
41 C 23.34 -4.57 8.13
42 C 25.32 -2.61 14.52
43 H 20.64 -11.98 12.24
44 H 23.64 -3.79 12.06
45 H 19.43 -5.40 14.63
46 H 19.00 -12.71 16.07
47 H 15.55 -10.87 13.96
48 H 19.27 -4.42 12.31
49 C 25.14 -1.49 13.65
50 O 15.42 -8.53 8.58
51 H 20.60 -0.98 12.29
52 H 20.28 0.11 13.49
53 C 19.60 -6.48 14.78
54 H 24.00 -1.35 11.73
55 C 17.61 -8.11 9.12
56 C 25.50 -7.35 13.13
57 H 23.89 -4.92 7.34
58 C 20.80 -6.82 13.97
59 H 23.93 -2.52 8.54
60 H 24.89 -5.31 10.54
61 H 14.55 -7.72 16.58
62 H 15.44 -3.12 11.16
63 C 23.69 -7.04 17.10
64 C 21.94 -1.00 15.62
65 H 15.89 -7.34 10.19
66 N 16.41 -3.20 11.15
67 O 18.12 -7.95 12.11
68 C 18.61 -2.86 10.88
69 C 17.11 -4.01 12.03
70 H 13.38 -11.95 10.50
71 C 14.87 -12.71 11.71
72 O 20.14 -2.24 14.59
73 C 19.77 -12.77 14.05
74 N 19.41 -12.24 15.27
75 H 18.88 -9.20 20.42
76 H 20.95 -8.19 18.19
77 H 22.23 -5.70 15.10
78 N 21.79 -8.02 17.64
79 N 24.09 -3.23 12.76
80 C 18.64 -7.04 8.62
81 H 22.22 -6.36 8.39
82 C 23.55 -8.24 16.33
83 H 18.67 -6.51 19.69
84 H 23.90 -7.62 11.55
85 H 18.23 -6.54 7.73
86 H 19.51 -2.56 10.37
87 C 23.31 -3.38 8.81
88 N 22.49 -5.48 8.79
89 H 17.79 -10.46 18.43
90 C 26.57 -6.42 13.18
91 H 22.78 -6.09 13.43
92 H 22.17 -2.73 10.55
93 H 19.55 -6.69 15.86
94 O 18.48 -7.20 14.16
95 C 16.24 -7.56 9.18
96 H 16.55 -4.65 12.72
97 C 21.91 -5.78 14.02
98 H 24.54 -4.71 14.31
99 C 25.23 -5.93 11.37
100 H 22.25 -6.23 18.67
101 H 21.76 0.01 15.91
102 H 21.92 -9.79 16.49
103 H 17.08 -1.82 9.65
104 C 17.87 -9.42 18.56
105 C 21.83 -4.82 9.80
106 O 17.45 -9.22 8.12
107 C 14.67 -8.69 16.19
108 C 16.04 -12.15 12.23
109 C 18.42 -8.71 19.56
110 H 22.15 -2.28 13.86
111 H 21.19 -7.81 14.20
112 N 26.36 -5.55 12.10
113 N 14.19 -11.73 11.03
114 C 19.98 -10.54 13.93
115 H 19.68 -13.82 13.79
116 H 27.39 -6.32 13.87
117 H 14.85 -12.01 16.07
118 H 21.56 -4.78 13.65
119 H 14.64 -9.59 10.63
120 H 21.10 -5.35 10.39
121 O 20.11 -7.00 12.68
122 H 18.80 -6.25 9.31
123 C 22.53 -6.90 17.86
124 C 20.17 -11.77 13.21
125 C 22.40 -8.85 16.74
126 O 19.55 -3.30 16.44
127 C 18.47 -3.85 11.89
128 C 14.86 -10.49 11.15
129 H 14.18 -10.02 17.89

---

(2)
A cluster of 11 separate species, C48H65BClN11O6P in total in a non-equilibrium geometry, computed with the ωB97M-V functional and the def2-TZVPD basis.

Properties
**Relative energy (zero: lowest compared OMol25 entry of this formula, charge and spin)**: 0.000 eV
**Electronic energy**: -101997.1381 eV
**Orbital gap**: 7.909 eV
**Total charge**: -1
**HOMO energy**: -5.954 eV

Element x y z (Å)
1 N -7.49 -1.50 1.56
2 C -11.33 4.31 5.03
3 N 2.15 -2.70 -3.68
4 Cl 1.20 3.09 -2.34
5 C -8.00 -0.66 0.61
6 H 9.43 -9.14 -5.39
7 C 9.02 -6.95 -5.34
8 C 0.94 0.37 -2.05
9 H 5.63 -0.17 -1.56
10 H -7.35 -0.12 -0.06
11 H -12.34 4.88 3.11
12 C -6.38 -3.20 7.13
13 C -2.49 -1.43 0.38
14 H -1.19 1.67 -0.08
15 H -8.05 -2.25 5.96
16 H 6.43 2.69 -1.83
17 H -10.12 0.04 9.42
18 C -6.18 -2.70 4.94
19 C -9.36 -0.68 0.72
20 H -0.51 -2.17 0.24
21 O 1.99 -0.73 -0.28
22 H -7.39 0.51 6.25
23 H 7.86 -5.30 -0.63
24 H 3.41 7.97 -2.07
25 H 7.81 -9.22 -3.48
26 H 0.90 10.98 -4.97
27 H 6.97 -0.98 -5.64
28 H -8.36 -1.02 7.98
29 O 6.17 0.52 -4.30
30 H 9.64 -6.54 -6.13
31 H -0.69 11.01 -2.77
32 H -4.35 -0.96 1.41
33 O 3.38 -0.60 -3.44
34 C 0.21 1.68 -1.77
35 O 4.30 2.20 -3.97
36 C 8.16 -6.22 -4.47
37 H -6.51 -1.68 1.71
38 H -11.89 7.40 3.99
39 H 8.54 -6.85 1.21
40 H 9.02 -1.07 -7.08
41 H -8.32 -2.75 3.09
42 H -10.32 4.85 6.94
43 C 0.68 10.15 -4.32
44 C -9.61 0.56 8.63
45 C -8.81 2.01 7.11
46 H 0.08 2.85 0.05
47 C 3.51 5.86 -2.63
48 C 7.58 -7.13 -3.63
49 N -1.33 -2.01 0.81
50 C 1.16 8.88 -4.46
51 H 4.74 1.21 -0.96
52 C 2.25 0.26 -1.25
53 C 3.98 7.14 -2.47
54 H -10.40 2.59 8.57
55 H 2.56 5.41 -2.41
56 H -11.33 3.23 5.02
57 H -0.71 1.73 -2.35
58 C 5.39 -6.46 1.24
59 H 4.45 4.11 -3.38
60 C -8.51 -2.06 2.29
61 H -10.67 -1.82 2.14
62 C -3.35 -1.37 1.43
63 C 5.80 -5.65 0.15
64 C 2.79 -1.74 -3.63
65 C 7.16 -5.75 0.05
66 H 6.52 5.46 -3.75
67 C 6.51 -7.03 1.78
68 C -10.81 5.10 6.02
69 C -0.14 8.90 -2.65
70 H 5.73 -3.15 -5.48
71 O 6.53 2.54 -2.78
72 C -11.64 6.46 4.44
73 N 4.52 5.10 -3.15
74 H 7.98 -5.16 -4.48
75 H 9.23 -3.61 -8.00
76 N -11.00 6.41 5.65
77 H 0.29 -0.41 -1.67
78 H 4.38 -6.60 1.60
79 H -3.07 -2.04 3.56
80 N -5.02 -3.27 5.39
81 C 8.38 -1.92 -6.90
82 H 7.10 -4.95 -6.96
83 O 3.84 -1.45 -1.38
84 H 6.64 -7.69 2.61
85 H 1.04 0.20 -3.12
86 H 4.36 -3.10 0.76
87 H -4.32 -4.03 7.25
88 C 6.64 -3.02 -6.05
89 H 3.90 -0.23 0.57
90 C -2.68 -1.93 2.55
91 H -10.05 -0.13 0.11
92 H 3.84 -2.03 2.03
93 N -8.65 -0.06 7.87
94 H 0.84 7.15 -3.30
95 N 0.65 8.12 -3.44
96 H 5.99 8.00 -2.94
97 C -9.69 -1.57 1.78
98 C 7.35 -3.91 -6.81
99 C -0.15 10.17 -3.17
100 C 3.56 -0.24 -2.03
101 C -0.13 1.83 -0.29
102 H -4.21 -3.44 4.82
103 H -8.64 2.90 6.52
104 H 5.55 -0.19 -4.50
105 C 5.62 5.88 -3.34
106 H -6.28 -2.39 3.92
107 H -2.59 -1.12 -0.65
108 H 2.62 -3.03 1.22
109 C -8.16 0.81 6.94
110 H 6.86 -7.00 -2.83
111 H -0.61 -2.77 2.67
112 B 3.37 -1.23 0.02
113 C -5.13 -3.57 6.71
114 H -10.72 7.21 6.19
115 C 5.32 7.15 -2.92
116 H 5.17 -5.06 -0.49
117 C -1.43 -2.31 2.14
118 H 0.45 1.16 0.35
119 C -9.73 1.85 8.18
120 C 3.53 -2.45 1.07
121 C -11.86 5.17 4.03
122 C -7.05 -2.64 6.00
123 N 8.06 -8.37 -3.94
124 C 8.46 -3.21 -7.35
125 N 7.28 -1.81 -6.11
126 P 5.40 1.50 -3.28
127 N 7.59 -6.59 1.05
128 H 2.51 1.18 -0.72
129 H -6.78 -3.31 8.12
130 H -0.63 8.48 -1.79
131 C 8.94 -8.27 -4.99
132 C 4.87 0.56 -1.83
133 H 1.82 8.44 -5.19

---

(3)
A structure of composition C48H65CoNO5P4, computed with the ωB97M-V functional and the def2-TZVPD basis.

Properties
**Relative energy (zero: lowest compared OMol25 entry of this formula, charge and spin)**: 1.029 eV
**Electronic energy**: -137344.4558 eV
**Orbital gap (alpha / beta)**: 6.494 / 6.861 eV
**Multiplicity**: 2
**HOMO energy (alpha / beta)**: -7.168 / -7.168 eV

Element x y z (Å)
1 H 4.60 0.73 1.68
2 H 2.92 -3.86 -0.55
3 P 2.50 1.76 0.91
4 H -2.34 1.00 -0.86
5 C -3.42 0.93 -0.83
6 C -2.06 -3.80 -0.34
7 C 2.28 -2.31 1.96
8 C 5.32 -0.03 -1.73
9 C 2.51 1.42 3.74
10 C -1.25 -3.67 3.16
11 C -2.86 -1.77 2.42
12 C -3.04 -2.59 -0.33
13 H 0.27 2.20 6.16
14 C -1.66 1.90 -3.65
15 H -3.73 2.88 -1.66
16 P 2.16 -1.70 0.26
17 C 1.78 1.79 2.60
18 C -4.18 0.96 1.60
19 H -2.62 -1.46 -2.16
20 C 1.55 5.76 0.33
21 H -3.97 -2.91 0.15
22 C -0.59 2.42 -1.41
23 H 1.79 -3.11 -1.71
24 C -3.80 0.05 0.40
25 C -2.67 -3.26 2.77
26 C -2.78 1.35 -5.90
27 N -0.32 0.29 -2.48
28 C -1.87 1.01 -4.70
29 C 2.44 3.51 0.36
30 H 1.94 1.56 -3.89
31 H 7.15 -1.58 0.66
32 H -2.64 -4.73 -0.27
33 C -1.24 -0.23 -4.63
34 H -3.06 -3.90 1.97
35 H 3.65 -0.82 -4.16
36 H 4.91 -2.26 1.40
37 H -0.14 -1.18 2.95
38 H 2.86 -2.18 -3.35
39 C 6.44 -0.44 -1.01
40 C -3.23 2.15 1.66
41 H 2.55 1.27 5.88
42 H 2.36 7.10 -1.14
43 H -4.33 -1.60 -1.79
44 C -3.51 3.10 0.49
45 H -0.13 2.46 1.90
46 H -2.80 -0.92 4.40
47 C 1.96 1.55 5.01
48 H 0.84 6.49 0.72
49 H 5.45 0.60 -2.61
50 H -1.08 2.77 4.16
51 H -3.93 -1.58 2.45
52 O -2.52 0.70 -6.94
53 C -0.76 -1.32 3.83
54 H 1.90 -1.06 -4.34
55 H 3.53 1.07 3.65
56 C 1.56 4.47 0.85
57 C 2.40 6.10 -0.71
58 Co 0.88 0.07 -0.49
59 C -2.19 -0.87 3.49
60 P -2.49 -1.20 0.72
61 C 4.30 1.71 1.31
62 C 6.28 -1.25 0.10
63 H -1.23 -4.72 3.44
64 H -1.60 -3.69 -3.73
65 C -3.38 -2.14 -1.78
66 C 3.89 -1.22 -0.19
67 H -1.40 -3.78 0.53
68 H -0.58 -3.55 2.30
69 H -0.68 -2.90 -1.68
70 H 4.88 1.92 0.42
71 H -1.36 -2.90 5.17
72 H 2.26 2.38 -2.36
73 C -4.01 2.34 -0.75
74 H 0.02 -1.51 -3.44
75 C -0.87 1.51 -2.58
76 H -3.30 -3.46 3.65
77 H 2.48 -1.50 2.65
78 C -3.47 -3.36 -2.69
79 H -4.22 0.41 2.54
80 H -2.17 0.17 3.18
81 C -0.07 2.39 4.05
82 O -3.68 2.19 -5.63
83 H 7.43 -0.14 -1.33
84 H -5.10 2.27 -0.75
85 C 0.68 2.06 5.17
86 H 3.05 -3.08 2.02
87 C 3.30 3.88 -0.68
88 C 4.05 -0.41 -1.32
89 O 0.05 1.85 -0.42
90 H 0.87 4.23 1.65
91 H 0.28 -3.08 4.58
92 O -1.06 -0.74 0.47
93 H 3.62 1.81 -3.37
94 H 1.17 -3.86 -0.24
95 H -4.26 3.84 0.78
96 O -0.97 3.58 -1.43
97 C -1.22 -3.84 -1.61
98 C 2.60 1.59 -3.02
99 H -4.20 -4.06 -2.27
100 C -0.49 -0.55 -3.52
101 C 2.74 -1.14 -3.65
102 H -4.67 -0.58 0.17
103 H 4.00 3.15 -1.08
104 H 4.51 2.47 2.06
105 C 5.01 -1.64 0.52
106 H -2.60 3.66 0.23
107 C 0.47 2.23 2.78
108 H -5.20 1.33 1.43
109 H -3.74 0.45 -1.75
110 H 3.95 5.41 -2.02
111 H -0.48 -4.64 -1.54
112 H -3.85 -3.06 -3.67
113 C -2.11 -4.06 -2.84
114 H -2.26 -5.13 -2.99
115 H -2.21 1.78 1.59
116 C 3.28 5.16 -1.21
117 H 1.32 -2.75 2.22
118 H -0.36 -0.68 4.61
119 C -0.73 -2.78 4.28
120 C 2.00 -3.29 -0.65
121 P 2.49 -0.03 -2.22
122 H -3.33 2.68 2.62
123 H -1.35 -0.92 -5.47
124 H -2.11 2.88 -3.66